Entry from OMol25: a molecular structure, C18H14F5HfN2O2 in a non-equilibrium geometry (the ωB97M-V functional and the def2-TZVPD basis).

```
42
C18H14F5HfN2O2 (the ωB97M-V functional and the def2-TZVPD basis)
Hf 0.057 0.078 0.281
O 0.816 -0.333 -1.447
C 2.062 -0.504 -1.939
C 2.234 -0.678 -3.299
C 3.503 -0.857 -3.816
C 4.630 -0.880 -2.988
C 4.458 -0.736 -1.634
C 3.178 -0.550 -1.082
C 3.090 -0.541 0.357
N 2.007 -0.399 1.060
C 1.978 -0.626 2.526
C 0.785 -1.550 2.830
N -0.390 -1.131 2.009
C -1.564 -1.634 2.256
C -2.795 -1.402 1.537
C -3.950 -1.986 2.087
C -5.182 -1.796 1.513
C -5.270 -1.010 0.360
C -4.148 -0.439 -0.216
C -2.907 -0.638 0.355
O -1.810 -0.115 -0.217
H 1.359 -0.657 -3.935
H 3.622 -0.991 -4.884
H 5.616 -1.020 -3.407
H 5.313 -0.768 -0.967
H 4.021 -0.728 0.893
H 1.852 0.328 3.037
H 2.900 -1.083 2.880
H 0.548 -1.518 3.893
H 1.050 -2.574 2.569
H -1.646 -2.308 3.109
H -3.852 -2.588 2.984
H -6.066 -2.245 1.943
H -6.236 -0.848 -0.102
H -4.209 0.160 -1.115
F -0.462 2.721 -0.832
C 0.261 2.275 0.248
F 1.486 2.892 0.212
C -0.439 2.704 1.540
F 0.376 2.371 2.566
F -0.855 3.936 1.704
F -1.521 1.869 1.661
```

Summary:
HOMO level ... -12.0422 eV
Energy above the lowest of the compared OMol25 structures with the same formula, charge and spin ... 39.3 kJ/mol
Net charge ... +1
Gap between HOMO and LUMO ... 7.73 eV

Mulliken atomic charge list, values in e, 8 entries: 0.910, -0.810, 0.628, -0.505, -0.406, -0.805, -0.823, 0.516

***

Entry from OMol25: a molecular structure, C20H36IrN6O2S2Se2 in a non-equilibrium geometry (the ωB97M-V functional and the def2-TZVPD basis).

```
69
C20H36IrN6O2S2Se2 (the ωB97M-V functional and the def2-TZVPD basis)
Ir 0.017 -1.165 0.061
C 1.902 -1.650 3.662
Se 0.502 -0.609 2.811
C -1.051 -1.576 3.535
C -1.272 -2.939 2.923
Se -1.829 -2.871 1.027
C -1.534 -4.749 0.683
H 1.921 -1.429 4.729
H 2.857 -1.372 3.227
H 1.729 -2.710 3.507
H -1.917 -0.935 3.372
H -0.880 -1.669 4.610
H -2.085 -3.446 3.454
H -0.380 -3.569 2.982
H -2.294 -5.312 1.228
H -0.540 -5.041 1.014
H -1.643 -4.942 -0.381
C 2.342 3.522 -1.845
C 1.358 2.596 -2.420
N 0.768 2.682 -3.565
N -0.057 1.631 -3.665
C -0.005 0.851 -2.574
S -0.859 -0.565 -2.272
N 0.906 1.462 -1.759
N 1.299 0.990 -0.513
H 2.630 4.246 -2.602
H 3.229 2.993 -1.499
H 1.915 4.058 -0.998
H -0.620 1.504 -4.499
H 1.091 1.681 0.210
H 2.305 0.813 -0.518
C 3.748 -3.722 -1.452
S 3.318 -2.176 -0.607
O 1.832 -2.337 -0.264
C 3.314 -1.082 -2.060
C 4.188 -0.003 -2.111
C 4.216 0.792 -3.250
C 3.388 0.498 -4.323
C 2.500 -0.564 -4.250
C 2.452 -1.351 -3.111
H 3.177 -3.845 -2.368
H 3.555 -4.545 -0.770
H 4.810 -3.676 -1.682
H 4.868 0.198 -1.297
H 4.895 1.628 -3.310
H 3.451 1.090 -5.222
H 1.863 -0.798 -5.089
H 1.769 -2.185 -3.047
C -0.875 2.840 2.277
N -2.199 2.414 1.903
C -3.285 3.310 2.244
C -4.570 2.511 2.359
C -4.797 1.758 1.063
N -3.612 0.997 0.720
C -3.810 -0.087 -0.205
C -2.387 1.259 1.224
O -1.422 0.460 1.071
H -0.883 3.219 3.298
H -0.541 3.648 1.621
H -0.188 1.999 2.218
H -3.369 4.102 1.490
H -3.052 3.793 3.196
H -5.410 3.168 2.563
H -4.480 1.803 3.184
H -5.042 2.441 0.241
H -5.631 1.059 1.166
H -4.335 -0.918 0.274
H -2.849 -0.443 -0.575
H -4.415 0.260 -1.045
```

Summary:
HOMO level (spin up / spin down) ... -16.5737 / -16.5737 eV
Energy above the lowest of the compared OMol25 structures with the same formula, charge and spin ... 318.1 kJ/mol
Net charge ... +3
Gap between HOMO and LUMO (spin up / spin down) ... 6.13 / 6.13 eV

Mulliken atomic charge list, values in e, 8 entries: 2.197, -1.121, 0.217, -0.722, -0.770, 0.407, -1.062, 0.402

***

Entry from OMol25: a molecular structure, C5H6N4 in a non-equilibrium geometry (the ωB97M-V functional and the def2-TZVPD basis).

```
15
C5H6N4 (the ωB97M-V functional and the def2-TZVPD basis)
C -1.442 -0.168 -0.071
C 0.171 1.663 0.012
C 1.082 0.752 -0.079
C 2.371 0.160 0.039
C 0.525 -0.615 -0.135
H -3.182 -1.333 -1.012
H -3.365 0.208 0.350
H 0.250 2.712 -0.299
H 3.059 0.177 0.933
H 3.023 0.466 -0.659
H 2.281 -1.654 0.799
N -2.679 -0.566 0.237
N -1.217 1.289 0.057
N 1.871 -1.167 -0.025
N -0.591 -1.175 -0.085
```

Summary:
HOMO level ... -8.5247 eV
Energy above the lowest of the compared OMol25 structures with the same formula, charge and spin ... 470.4 kJ/mol
Net charge ... 0
Gap between HOMO and LUMO ... 8.26 eV

Mulliken atomic charge list, values in e, 8 entries: 0.423, -0.437, 0.439, -0.557, 0.477, 0.341, 0.295, 0.335

***

Entry from OMol25: 5 unconnected molecules or ions with the total composition C3H12N3O in a non-equilibrium geometry (the ωB97M-V functional and the def2-TZVPD basis).

```
19
C3H12N3O (the ωB97M-V functional and the def2-TZVPD basis)
C 1.872 1.577 1.458
C 0.845 1.084 2.130
N -1.197 -0.985 -1.227
C -0.164 -0.168 -1.476
N -0.266 1.061 -2.194
N 1.000 -0.395 -0.866
H 2.061 1.315 0.426
H 2.777 1.953 2.110
H -2.133 -0.458 1.563
H -0.049 0.549 1.771
H 0.949 0.921 3.225
H -1.861 -0.983 -2.052
H 0.564 1.428 -2.731
H -1.186 1.006 -2.696
H 0.876 -1.139 0.147
H -3.542 0.580 0.385
H -1.474 -2.273 2.328
H -1.394 -1.678 0.463
O -0.959 -1.744 1.550
```

Summary:
<S²> ... 1.39
HOMO level (spin up / spin down) ... -9.7199 / -8.2187 eV
Energy above the lowest of the compared OMol25 structures with the same formula, charge and spin ... 784.9 kJ/mol
Multiplicity ... 2
Net charge ... 0
Gap between HOMO and LUMO (spin up / spin down) ... 9.87 / 6.34 eV

Mulliken atomic charge list, values in e, 8 entries: -0.412, -0.437, -0.551, 0.644, -0.448, -0.592, 0.328, 0.187

***

Entry from OMol25: a molecular structure, C20H39Cl2F3OSSi4TeTi (the ωB97M-V functional and the def2-TZVPD basis).

```
72
C20H39Cl2F3OSSi4TeTi (the ωB97M-V functional and the def2-TZVPD basis)
Ti -0.092 -0.443 0.509
Cl 2.195 0.317 -0.603
C 2.126 2.051 -0.407
C 3.330 2.727 -0.381
C 3.326 4.105 -0.238
C 2.117 4.771 -0.125
C 0.928 4.063 -0.153
Cl -0.543 4.973 -0.002
C 0.870 2.664 -0.288
S -0.654 1.818 -0.293
H 4.253 2.173 -0.463
H 4.257 4.654 -0.206
H 2.082 5.844 -0.007
F -2.828 0.175 1.619
C -2.093 -0.880 1.132
F -2.257 -1.861 2.102
F -2.848 -1.350 0.075
C -2.190 -2.592 5.041
Si -2.002 -0.764 5.467
C -3.316 0.234 4.564
C -2.338 -0.537 7.322
Si 0.198 -0.055 5.079
Te 1.196 -0.204 2.808
Si 0.426 2.171 5.802
C 0.613 2.254 7.686
C -1.089 3.190 5.319
C 1.956 2.956 5.030
Si 1.709 -1.390 6.295
C 1.249 -1.648 8.115
C 3.410 -0.565 6.256
C 1.855 -3.104 5.517
H -3.223 -2.914 5.182
H -1.552 -3.215 5.670
H -1.920 -2.773 4.000
H -4.300 -0.193 4.772
H -3.166 0.232 3.485
H -3.323 1.271 4.901
H -3.323 -0.940 7.568
H -2.342 0.521 7.586
H -1.602 -1.036 7.953
H -0.232 1.795 8.200
H 0.681 3.293 8.015
H 1.518 1.743 8.013
H -1.973 2.874 5.873
H -1.306 3.090 4.256
H -0.922 4.249 5.531
H 2.863 2.441 5.344
H 2.039 4.006 5.320
H 1.910 2.900 3.943
H 1.106 -0.705 8.641
H 2.047 -2.197 8.619
H 0.334 -2.233 8.216
H 3.429 0.328 6.881
H 3.670 -0.271 5.239
H 4.180 -1.247 6.622
H 0.925 -3.665 5.616
H 2.649 -3.676 6.001
H 2.084 -3.024 4.455
C 2.143 -3.379 -0.089
C 0.621 -3.348 -0.232
C -0.045 -4.005 0.976
C 0.176 -4.023 -1.531
O 0.220 -1.998 -0.304
H 2.504 -4.408 -0.032
H 2.441 -2.851 0.819
H 2.613 -2.895 -0.946
H 0.275 -5.045 1.070
H -1.129 -3.973 0.875
H 0.228 -3.468 1.887
H 0.401 -5.093 -1.510
H 0.687 -3.576 -2.386
H -0.898 -3.893 -1.662
```

Summary:
<S²> ... 0.75
HOMO level (spin up / spin down) ... -4.6667 / -4.6730 eV
Multiplicity ... 2
Net charge ... -1
Gap between HOMO and LUMO (spin up / spin down) ... 7.17 / 7.18 eV

Mulliken atomic charge list, values in e, 8 entries: 0.419, -0.249, 0.990, -0.809, -0.373, -0.735, 0.345, -0.234

***

Entry from OMol25: a single C17H13ClN4O3S2 molecule in a non-equilibrium geometry (the ωB97M-V functional and the def2-TZVPD basis).

```
40
C17H13ClN4O3S2 (the ωB97M-V functional and the def2-TZVPD basis)
C -3.024 -0.627 1.794
C -2.731 0.180 0.570
C -2.901 -0.381 -0.701
C -2.734 0.370 -1.855
C -2.355 1.700 -1.775
C -2.123 2.263 -0.539
C -2.305 1.510 0.617
N -1.992 2.165 1.863
O -1.679 1.480 2.814
O -2.042 3.376 1.881
H -1.791 3.285 -0.439
H -2.225 2.283 -2.673
H -2.892 -0.098 -2.814
C -3.230 -1.831 -0.853
O -4.277 -2.275 -1.248
N -2.196 -2.688 -0.513
C -0.952 -2.324 -0.089
N -0.416 -1.172 -0.287
N 0.757 -1.010 0.294
C 1.171 -2.038 0.947
S 2.644 -2.088 1.834
C 3.072 -0.303 1.789
C 3.340 0.185 0.403
C 4.352 -0.401 -0.350
C 4.620 0.015 -1.640
C 3.869 1.034 -2.203
C 2.859 1.632 -1.472
C 2.597 1.210 -0.178
Cl 1.332 1.995 0.693
H 2.267 2.426 -1.900
H 4.067 1.363 -3.211
H 5.410 -0.455 -2.204
H 4.927 -1.202 0.092
H 3.963 -0.236 2.415
H 2.247 0.233 2.255
S 0.059 -3.410 0.885
H -2.414 -3.677 -0.543
H -3.644 -1.486 1.548
H -3.537 -0.028 2.543
H -2.098 -0.973 2.253
```

Summary:
HOMO level ... -8.6828 eV
Net charge ... 0
Gap between HOMO and LUMO ... 8.38 eV

Mulliken atomic charge list, values in e, 8 entries: -1.826, 1.125, 0.654, -0.605, -0.832, -0.371, 0.166, 1.105

***

Entry from OMol25: a molecular structure, C8H13N2O in a non-equilibrium geometry (the ωB97M-V functional and the def2-TZVPD basis).

```
24
C8H13N2O (the ωB97M-V functional and the def2-TZVPD basis)
C -1.166 1.697 -1.456
C -1.407 0.939 -0.427
C -0.478 -0.138 -0.057
C -0.776 -1.457 0.255
C 0.832 0.314 0.012
C 0.129 -2.290 0.980
C -2.114 -1.958 -0.286
C 1.579 2.500 1.031
N 1.801 -0.976 -1.008
N 1.646 1.259 0.245
O 2.868 -0.608 -1.228
H -1.887 2.234 -1.994
H -0.192 1.659 -2.051
H -2.256 1.123 0.307
H 1.148 -2.062 0.410
H -0.101 -3.350 0.761
H 0.127 -2.051 2.069
H -2.360 -1.495 -1.284
H -2.756 -1.725 0.550
H -2.147 -2.998 -0.433
H 2.241 2.346 1.917
H 2.076 3.374 0.694
H 0.557 2.438 1.305
H 2.635 1.226 -0.313
```

Summary:
HOMO level ... -12.6642 eV
Energy above the lowest of the compared OMol25 structures with the same formula, charge and spin ... 639.7 kJ/mol
Net charge ... +1
Gap between HOMO and LUMO ... 7.83 eV

Mulliken atomic charge list, values in e, 8 entries: -0.631, -0.888, 0.577, 1.131, 0.012, -0.958, -1.523, -0.889

***

Entry from OMol25: a molecular structure, C26H20IrN3O4STe in a non-equilibrium geometry (the ωB97M-V functional and the def2-TZVPD basis).

```
56
C26H20IrN3O4STe (the ωB97M-V functional and the def2-TZVPD basis)
Ir 0.421 -0.526 0.464
C -0.057 -0.449 2.356
C -0.154 -0.339 3.585
C -0.268 -0.215 4.977
C -0.305 -1.362 5.790
C -0.377 -1.226 7.159
C -0.423 0.039 7.737
C -0.390 1.179 6.939
C -0.309 1.062 5.568
H -0.265 -2.339 5.328
H -0.398 -2.107 7.787
H -0.481 0.139 8.812
H -0.424 2.159 7.394
H -0.273 1.938 4.935
C 0.654 -4.152 -1.345
Te -0.189 -2.146 -1.700
C -2.006 -3.315 -1.381
C -1.680 -4.626 -2.013
C -2.624 -5.396 -2.678
C -2.256 -6.594 -3.268
C -0.934 -7.022 -3.221
C 0.024 -6.244 -2.597
C -0.339 -5.051 -1.978
H 0.632 -4.154 -0.251
H 1.672 -4.287 -1.699
H -2.907 -2.854 -1.779
H -2.091 -3.397 -0.294
H -3.653 -5.061 -2.731
H -2.997 -7.195 -3.778
H -0.651 -7.957 -3.686
H 1.058 -6.567 -2.578
C 8.186 0.653 -2.672
C 6.731 0.412 -2.394
C 5.739 0.907 -3.238
C 4.401 0.662 -2.984
C 4.059 -0.086 -1.869
C 5.024 -0.590 -1.006
C 6.354 -0.336 -1.277
S 2.371 -0.380 -1.508
O 2.286 -1.562 -0.603
O 1.634 -0.656 -2.745
O 1.804 0.768 -0.776
H 8.330 1.328 -3.512
H 8.682 -0.292 -2.900
H 8.678 1.077 -1.796
H 6.014 1.490 -4.107
H 3.629 1.041 -3.641
H 4.727 -1.174 -0.145
H 7.117 -0.724 -0.613
O -1.192 0.665 -0.855
N -1.218 0.078 -1.962
C -1.390 0.620 -3.132
C -1.381 -0.303 -4.227
N -1.352 -1.097 -5.058
C -1.592 2.014 -3.353
N -1.756 3.135 -3.538
```

Summary:
<S²> ... 8.82
HOMO level (spin up / spin down) ... -11.5529 / -11.7381 eV
Energy above the lowest of the compared OMol25 structures with the same formula, charge and spin ... 40.2 kJ/mol
Multiplicity ... 6
Net charge ... +1
Gap between HOMO and LUMO (spin up / spin down) ... 8.21 / 5.42 eV

Mulliken atomic charge list, values in e, 8 entries: 0.793, -2.760, 3.010, 0.454, -0.439, -0.544, -0.321, -0.555